The following is a DFT calculation (ωB97M-V with the def2-TZVPD basis set) of a 16-piece molecular cluster, C64H96O48 overall in a non-equilibrium geometry.

The value obtained for the energy relative to the best compared isomer or geometry (same formula, charge and spin) is 64.9 kJ/mol.

Bonds (Å) are listed after each position.
Cartesian coordinates (Å):
1 C -4.641 0.971 -1.409  C2 1.587, H8 1.090, H9 1.090, H10 1.090
2 C -4.543 2.249 -2.344  C1 1.587, C3 1.516, O7 1.361, H11 1.090
3 C -5.878 2.927 -2.589  C2 1.516, O4 1.429, H12 1.090, H13 1.090
4 O -5.812 4.247 -2.045  C3 1.429, C5 1.373
5 C -4.606 4.339 -1.394  O4 1.373, O6 1.229, O7 1.409
6 O -4.135 5.284 -0.764  C5 1.229
7 O -3.849 3.173 -1.623  C2 1.361, C5 1.409
8 H -3.659 0.632 -1.078  C1 1.090
9 H -5.157 0.184 -1.960  C1 1.090
10 H -5.149 1.158 -0.463  C1 1.090
11 H -3.943 2.108 -3.243  C2 1.090
12 H -6.659 2.319 -2.132  C3 1.090
13 H -6.158 2.906 -3.642  C3 1.090
14 C 4.196 2.562 3.632  C15 1.461, H21 1.090, H22 1.090, H23 1.090
15 C 4.530 2.816 5.032  C14 1.461, C16 1.514, O20 1.430, H24 1.090
16 C 3.311 2.767 5.930  C15 1.514, O17 1.404, H25 1.090, H26 1.090
17 O 3.594 1.689 6.783  C16 1.404, C18 1.328
18 C 4.867 1.321 6.687  O17 1.328, O19 1.250, O20 1.379
19 O 5.470 0.619 7.528  C18 1.250
20 O 5.434 1.830 5.537  C15 1.430, C18 1.379
21 H 5.084 2.536 3.000  C14 1.090
22 H 3.556 3.335 3.208  C14 1.090
23 H 3.617 1.643 3.552  C14 1.090
24 H 4.961 3.810 5.156  C15 1.090
25 H 2.436 2.538 5.322  C16 1.090
26 H 3.134 3.663 6.523  C16 1.090
27 C 0.523 0.674 1.278  C28 1.504, H34 1.090, H35 1.090, H36 1.090
28 C 0.694 -0.074 -0.015  C27 1.504, C29 1.475, O33 1.434, H37 1.090
29 C 0.919 -1.528 0.096  C28 1.475, O30 1.427, H38 1.090, H39 1.090
30 O -0.155 -2.044 -0.689  C29 1.427, C31 1.305
31 C -0.997 -1.159 -1.149  O30 1.305, O32 1.188, O33 1.346
32 O -1.973 -1.362 -1.795  C31 1.188
33 O -0.485 0.043 -0.823  C28 1.434, C31 1.346
34 H 1.461 0.744 1.829  C27 1.090
35 H -0.223 0.311 1.986  C27 1.090
36 H 0.342 1.730 1.078  C27 1.090
37 H 1.433 0.432 -0.636  C28 1.090
38 H 0.840 -1.748 1.160  C29 1.090
39 H 1.899 -1.770 -0.316  C29 1.090
40 C -5.950 -1.155 4.331  C41 1.628, H47 1.090, H48 1.090, H49 1.090
41 C -5.133 -1.026 2.929  C40 1.628, C42 1.524, O46 1.427, H50 1.090
42 C -4.382 0.277 2.680  C41 1.524, O43 1.388, H51 1.090, H52 1.090
43 O -3.125 -0.170 2.295  C42 1.388, C44 1.307
44 C -2.964 -1.462 2.413  O43 1.307, O45 1.244, O46 1.318
45 O -1.888 -2.061 2.234  C44 1.244
46 O -4.089 -1.995 2.847  C41 1.427, C44 1.318
47 H -5.255 -0.797 5.090  C40 1.090
48 H -6.198 -2.202 4.505  C40 1.090
49 H -6.858 -0.555 4.397  C40 1.090
50 H -5.843 -1.194 2.120  C41 1.090
51 H -4.375 0.878 3.589  C42 1.090
52 H -4.856 0.907 1.928  C42 1.090
53 C -0.789 2.611 -2.270  C54 1.520, H60 1.090, H61 1.090, H62 1.090
54 C 0.023 1.919 -3.352  C53 1.520, C55 1.548, O59 1.431, H63 1.090
55 C -0.535 2.116 -4.782  C54 1.548, O56 1.465, H64 1.090, H65 1.090
56 O 0.656 2.616 -5.473  C55 1.465, C57 1.341
57 C 1.586 2.999 -4.587  O56 1.341, O58 1.257, O59 1.306
58 O 2.685 3.538 -4.870  C57 1.257
59 O 1.222 2.700 -3.370  C54 1.431, C57 1.306
60 H -1.627 1.934 -2.105  C53 1.090
61 H -1.202 3.570 -2.582  C53 1.090
62 H -0.170 2.686 -1.375  C53 1.090
63 H 0.128 0.871 -3.072  C54 1.090
64 H -1.384 2.795 -4.701  C55 1.090
65 H -0.864 1.172 -5.216  C55 1.090
66 C 6.399 -4.031 0.572  C67 1.528, H73 1.090, H74 1.090, H75 1.090
67 C 5.577 -3.245 -0.447  C66 1.528, C68 1.468, O72 1.371, H76 1.090
68 C 5.726 -1.793 -0.290  C67 1.468, O69 1.373, H77 1.090, H78 1.090
69 O 6.060 -1.322 -1.536  C68 1.373, C70 1.333
70 C 6.125 -2.357 -2.374  O69 1.333, O71 1.213, O72 1.277
71 O 6.319 -2.348 -3.571  C70 1.213
72 O 6.097 -3.441 -1.700  C67 1.371, C70 1.277
73 H 7.358 -3.522 0.674  C66 1.090
74 H 6.710 -5.015 0.222  C66 1.090
75 H 5.846 -4.104 1.508  C66 1.090
76 H 4.507 -3.450 -0.409  C67 1.090
77 H 6.367 -1.437 0.516  C68 1.090
78 H 4.778 -1.311 -0.051  C68 1.090
79 C -2.439 -6.557 0.318  C80 1.537, H86 1.090, H87 1.090, H88 1.090
80 C -2.636 -5.035 0.240  C79 1.537, C81 1.498, O85 1.453, H89 1.090
81 C -2.804 -4.556 -1.170  C80 1.498, O82 1.401, H90 1.090, H91 1.090
82 O -3.928 -3.725 -1.071  C81 1.401, C83 1.338
83 C -4.498 -3.841 0.134  O82 1.338, O84 1.260, O85 1.233
84 O -5.515 -3.187 0.489  C83 1.260
85 O -3.853 -4.574 0.887  C80 1.453, C83 1.233
86 H -3.210 -7.028 -0.292  C79 1.090
87 H -2.362 -6.788 1.381  C79 1.090
88 H -1.504 -6.898 -0.126  C79 1.090
89 H -1.811 -4.468 0.672  C80 1.090
90 H -3.125 -5.355 -1.838  C81 1.090
91 H -1.973 -4.007 -1.613  C81 1.090
92 C -4.876 -1.172 -4.673  C93 1.513, H99 1.090, H100 1.090, H101 1.090
93 C -4.974 -2.390 -3.782  C92 1.513, C94 1.533, O98 1.389, H102 1.090
94 C -6.364 -2.880 -3.359  C93 1.533, O95 1.458, H103 1.090, H104 1.090
95 O -6.345 -4.294 -3.713  C94 1.458, C96 1.370
96 C -5.168 -4.566 -4.359  O95 1.370, O97 1.240, O98 1.324
97 O -4.991 -5.673 -4.889  C96 1.240
98 O -4.463 -3.456 -4.510  C93 1.389, C96 1.324
99 H -3.840 -0.848 -4.573  C92 1.090
100 H -5.393 -0.316 -4.238  C92 1.090
101 H -5.214 -1.336 -5.696  C92 1.090
102 H -4.371 -2.224 -2.889  C93 1.090
103 H -7.076 -2.220 -3.855  C94 1.090
104 H -6.488 -2.734 -2.286  C94 1.090
105 C 3.900 0.644 -6.915  C106 1.524, H112 1.090, H113 1.090, H114 1.090
106 C 4.350 -0.286 -5.795  C105 1.524, C107 1.525, O111 1.377, H115 1.090
107 C 5.296 0.456 -4.858  C106 1.525, O108 1.420, H116 1.090, H117 1.090
108 O 4.585 0.403 -3.629  C107 1.420, C109 1.323
109 C 3.465 -0.290 -3.757  O108 1.323, O110 1.228, O111 1.334
110 O 2.719 -0.656 -2.854  C109 1.228
111 O 3.219 -0.528 -5.047  C106 1.377, C109 1.334
112 H 3.496 1.595 -6.569  C105 1.090
113 H 3.121 0.204 -7.538  C105 1.090
114 H 4.686 0.742 -7.664  C105 1.090
115 H 4.835 -1.180 -6.188  C106 1.090
116 H 5.414 1.469 -5.242  C107 1.090
117 H 6.249 -0.069 -4.920  C107 1.090
118 C 0.046 -2.024 -6.446  C119 1.563, H125 1.090, H126 1.090, H127 1.090
119 C 0.638 -3.024 -5.401  C118 1.563, C120 1.556, O124 1.387, H128 1.090
120 C 0.475 -2.593 -3.915  C119 1.556, O121 1.408, H129 1.090, H130 1.090
121 O -0.270 -3.661 -3.381  C120 1.408, C122 1.354
122 C -0.644 -4.550 -4.331  O121 1.354, O123 1.238, O124 1.382
123 O -1.261 -5.607 -4.148  C122 1.238
124 O -0.104 -4.187 -5.550  C119 1.387, C122 1.382
125 H 0.237 -2.472 -7.421  C118 1.090
126 H 0.675 -1.152 -6.625  C118 1.090
127 H -0.974 -1.699 -6.238  C118 1.090
128 H 1.667 -3.236 -5.692  C119 1.090
129 H -0.145 -1.698 -3.853  C120 1.090
130 H 1.393 -2.478 -3.339  C120 1.090
131 C -1.245 6.883 -2.535  C132 1.560, H138 1.090, H139 1.090, H140 1.090
132 C -0.322 7.089 -1.295  C131 1.560, C133 1.506, O137 1.415, H141 1.090
133 C -1.130 7.164 -0.026  C132 1.506, O134 1.437, H142 1.090, H143 1.090
134 O -0.348 6.282 0.795  C133 1.437, C135 1.354
135 C 0.395 5.433 0.046  O134 1.354, O136 1.239, O137 1.342
136 O 0.952 4.423 0.499  C135 1.239
137 O 0.405 5.877 -1.221  C132 1.415, C135 1.342
138 H -1.887 7.759 -2.628  C131 1.090
139 H -1.946 6.054 -2.442  C131 1.090
140 H -0.768 6.794 -3.511  C131 1.090
141 H 0.387 7.900 -1.465  C132 1.090
142 H -2.151 6.783 -0.054  C133 1.090
143 H -1.134 8.205 0.297  C133 1.090
144 C 3.621 2.232 -0.400  C145 1.525, H151 1.090, H152 1.090, H153 1.090
145 C 4.277 3.067 -1.495  C144 1.525, C146 1.506, O150 1.426, H154 1.090
146 C 3.933 4.523 -1.316  C145 1.506, O147 1.410, H155 1.090, H156 1.090
147 O 5.193 5.111 -1.543  C146 1.410, C148 1.331
148 C 6.146 4.203 -1.349  O147 1.331, O149 1.201, O150 1.265
149 O 7.304 4.468 -1.167  C148 1.201
150 O 5.676 3.035 -1.221  C145 1.426, C148 1.265
151 H 3.835 1.176 -0.559  C144 1.090
152 H 2.539 2.362 -0.368  C144 1.090
153 H 4.092 2.512 0.542  C144 1.090
154 H 4.006 2.682 -2.477  C145 1.090
155 H 3.491 4.606 -0.323  C146 1.090
156 H 3.180 4.725 -2.078  C146 1.090
157 C 2.143 -4.970 -0.836  C158 1.548, H164 1.090, H165 1.090, H166 1.090
158 C 1.860 -4.978 0.686  C157 1.548, C159 1.556, O163 1.376, H167 1.090
159 C 1.575 -6.372 1.313  C158 1.556, O160 1.384, H168 1.090, H169 1.090
160 O 2.310 -6.283 2.482  C159 1.384, C161 1.306
161 C 3.186 -5.316 2.415  O160 1.306, O162 1.251, O163 1.304
162 O 3.998 -5.010 3.317  C161 1.251
163 O 3.010 -4.600 1.340  C158 1.376, C161 1.304
164 H 3.128 -5.409 -0.995  C157 1.090
165 H 2.286 -3.964 -1.229  C157 1.090
166 H 1.397 -5.485 -1.440  C157 1.090
167 H 0.989 -4.338 0.830  C158 1.090
168 H 1.959 -7.226 0.755  C159 1.090
169 H 0.522 -6.583 1.499  C159 1.090
170 C -1.836 3.444 2.271  C171 1.528, H177 1.090, H178 1.090, H179 1.090
171 C -2.905 4.302 2.946  C170 1.528, C172 1.523, O176 1.380, H180 1.090
172 C -4.308 4.153 2.370  C171 1.523, O173 1.430, H181 1.090, H182 1.090
173 O -5.187 4.042 3.492  C172 1.430, C174 1.390
174 C -4.373 3.818 4.596  O173 1.390, O175 1.232, O176 1.340
175 O -4.767 3.629 5.748  C174 1.232
176 O -3.080 3.914 4.258  C171 1.380, C174 1.340
177 H -0.834 3.685 2.626  C170 1.090
178 H -1.883 3.730 1.220  C170 1.090
179 H -1.974 2.374 2.422  C170 1.090
180 H -2.607 5.351 2.962  C171 1.090
181 H -4.385 3.292 1.705  C172 1.090
182 H -4.492 5.071 1.812  C172 1.090
183 C 1.298 -3.050 4.596  C184 1.567, H190 1.090, H191 1.090, H192 1.090
184 C 1.718 -1.563 4.335  C183 1.567, C185 1.523, O189 1.424, H193 1.090
185 C 2.724 -1.012 5.337  C184 1.523, O186 1.446, H194 1.090, H195 1.090
186 O 3.967 -0.985 4.598  C185 1.446, C187 1.306
187 C 3.831 -1.330 3.346  O186 1.306, O188 1.247, O189 1.389
188 O 4.772 -1.470 2.540  C187 1.247
189 O 2.478 -1.558 3.130  C184 1.424, C187 1.389
190 H 0.624 -2.954 5.447  C183 1.090
191 H 2.177 -3.660 4.802  C183 1.090
192 H 0.820 -3.378 3.673  C183 1.090
193 H 0.860 -0.903 4.205  C184 1.090
194 H 2.918 -1.628 6.216  C185 1.090
195 H 2.432 -0.016 5.669  C185 1.090
196 C -2.819 -0.858 6.356  C197 1.520, H203 1.090, H204 1.090, H205 1.090
197 C -2.342 0.535 5.978  C196 1.520, C198 1.547, O202 1.396, H206 1.090
198 C -1.610 1.327 7.087  C197 1.547, O199 1.452, H207 1.090, H208 1.090
199 O -0.423 1.830 6.418  C198 1.452, C200 1.267
200 C -0.279 1.274 5.289  O199 1.267, O201 1.197, O202 1.336
201 O 0.602 1.467 4.501  C200 1.197
202 O -1.266 0.393 5.100  C197 1.396, C200 1.336
203 H -3.034 -1.348 5.406  C196 1.090
204 H -3.678 -0.876 7.027  C196 1.090
205 H -1.996 -1.337 6.885  C196 1.090
206 H -3.234 1.109 5.731  C197 1.090
207 H -1.326 0.725 7.951  C198 1.090
208 H -2.251 2.179 7.312  C198 1.090